(1)
{"formula": "C6H18BF4KO3", "method": "the ωB97M-V functional and the def2-TZVPD basis", "largest_force_ha_per_bohr": 0.0131, "e_tot_ha": -1489.65626, "charge": 0, "orbital_gap_ha": 0.39853, "homo_energy_ev": -11.14, "e_above_lowest_kj_mol": 0.0, "elements": ["K", "B", "F", "F", "F", "F", "C", "C", "O", "H", "H", "H", "H", "H", "H", "C", "C", "O", "H", "H", "H", "H", "H", "H", "C", "C", "O", "H", "H", "H", "H", "H", "H"], "xyz": [[-0.4183, 0.6676, -0.1278], [-0.4472, 0.0457, -3.2374], [-1.1086, -1.0509, -2.6348], [-1.1516, 1.2364, -2.8594], [0.8546, 0.1429, -2.6686], [-0.3936, -0.0880, -4.6130], [4.3677, -0.2232, 0.3398], [3.4557, 0.8863, -0.1109], [2.2575, 0.9395, 0.6806], [3.9075, -1.1964, 0.1663], [4.5778, -0.1335, 1.4103], [5.3243, -0.2067, -0.1827], [3.1126, 0.7258, -1.1332], [3.9633, 1.8551, -0.0979], [2.4993, 1.1193, 1.5935], [-0.0199, -3.7143, 0.7489], [0.7834, -2.4443, 0.9506], [-0.0166, -1.4322, 1.5858], [-0.8127, -3.5436, 0.0187], [-0.4908, -4.0312, 1.6811], [0.6133, -4.5227, 0.3822], [1.1218, -2.0612, -0.0101], [1.6646, -2.6619, 1.5623], [-0.1332, -1.6879, 2.5046], [-4.0507, 2.9033, -0.2363], [-3.4010, 2.4058, 1.0211], [-3.0233, 1.0304, 0.8990], [-5.0175, 2.4093, -0.3617], [-3.4340, 2.6463, -1.0994], [-4.2142, 3.9799, -0.2371], [-4.0497, 2.5441, 1.8963], [-2.4901, 2.9523, 1.2816], [-3.8304, 0.5079, 0.8874]], "nbo_charge": [0.964, 1.340, -0.583, -0.596, -0.595, -0.551, -0.633, -0.072, -0.757, 0.213, 0.196, 0.223, 0.208, 0.162, 0.468, -0.634, -0.068, -0.758, 0.225, 0.198, 0.218, 0.191, 0.161, 0.475, -0.643, -0.065, -0.752, 0.205, 0.233, 0.220, 0.166, 0.166, 0.479]}


(2)
{"formula": "C21H17N6O2S2Ti", "method": "the ωB97M-V functional and the def2-TZVPD basis", "largest_force_ha_per_bohr": 0.0096, "e_tot_ha": -2934.50700, "charge": 3, "orbital_gap_ha": 0.21112, "homo_energy_ev": -16.63, "e_above_lowest_kj_mol": 12.8, "elements": ["Ti", "N", "C", "C", "C", "C", "C", "C", "S", "N", "C", "C", "C", "C", "C", "C", "N", "H", "H", "H", "H", "H", "H", "H", "H", "H", "O", "C", "N", "C", "O", "C", "C", "C", "C", "C", "C", "H", "H", "H", "H", "N", "C", "N", "S", "H", "H", "H", "H"], "xyz": [[-0.8648, 0.4324, -0.2999], [0.1846, -3.2487, 1.0021], [1.3947, -3.2536, 1.7707], [2.0167, -4.4649, 2.0116], [3.2125, -4.4794, 2.7172], [3.7717, -3.2871, 3.1519], [3.1469, -2.0713, 2.8901], [1.9441, -2.0591, 2.2072], [1.1018, -0.5225, 2.0216], [-0.0435, -0.9399, 0.7743], [-0.4209, -2.2046, 0.5085], [-1.5399, -2.3680, -0.4645], [-2.1248, -3.5697, -0.7868], [-3.1408, -3.5866, -1.7447], [-3.5198, -2.4053, -2.3537], [-2.8879, -1.2296, -1.9810], [-1.9323, -1.2068, -1.0467], [-0.1487, -4.1627, 0.7261], [1.5785, -5.3893, 1.6523], [3.7060, -5.4197, 2.9188], [4.7046, -3.2940, 3.6991], [3.5963, -1.1477, 3.2343], [-1.8299, -4.4989, -0.3186], [-3.6195, -4.5207, -2.0079], [-4.2934, -2.3787, -3.1086], [-3.1538, -0.2847, -2.4370], [-0.0254, 0.5903, -2.0922], [0.3877, 1.7658, -1.7778], [0.0390, 2.1454, -0.5071], [0.4112, 3.5517, -0.3828], [0.1253, 4.2004, 0.5749], [1.1249, 3.8947, -1.6366], [1.7091, 5.0779, -2.0189], [2.2726, 5.1116, -3.3004], [2.2415, 4.0107, -4.1545], [1.6415, 2.8155, -3.7686], [1.0918, 2.7859, -2.4965], [1.7351, 5.9442, -1.3718], [2.7446, 6.0238, -3.6421], [2.6912, 4.0913, -5.1347], [1.6126, 1.9576, -4.4264], [-1.6377, 2.8934, 2.4551], [-2.5717, 1.9782, 2.3386], [-3.4131, 1.7373, 3.3257], [-2.8538, 1.0123, 0.8907], [-1.5566, 3.4299, 3.3100], [-1.0670, 3.2201, 1.6765], [-3.4280, 2.3054, 4.1621], [-4.1132, 1.0175, 3.2406]], "nbo_charge": [1.630, -0.459, 0.150, -0.191, -0.163, -0.138, -0.172, -0.252, 0.549, -0.784, 0.505, 0.142, -0.176, -0.072, -0.185, 0.108, -0.516, 0.441, 0.240, 0.262, 0.261, 0.250, 0.247, 0.276, 0.281, 0.243, -0.597, 0.674, -0.716, 0.714, -0.481, -0.129, -0.123, -0.103, -0.159, -0.116, -0.123, 0.266, 0.262, 0.263, 0.257, -0.729, 0.404, -0.713, -0.097, 0.435, 0.449, 0.439, 0.444]}


(3)
{"formula": "C2H5NO", "method": "the ωB97M-V functional and the def2-TZVPD basis", "largest_force_ha_per_bohr": 0.1023, "e_tot_ha": -209.18713, "charge": 0, "orbital_gap_ha": 0.39639, "homo_energy_ev": -9.88, "smiles": "CNC=O", "e_above_lowest_kj_mol": 92.4, "elements": ["C", "N", "C", "O", "H", "H", "H", "H", "H"], "xyz": [[0.1489, -0.8595, 0.7467], [-0.5135, 0.0889, -0.2794], [0.0714, 1.1501, -0.8094], [1.1728, 1.5357, -0.4907], [1.0413, -0.3144, 1.0343], [-0.5232, -0.9794, 1.6077], [0.4331, -1.8576, 0.3669], [-1.2667, -0.4906, -0.6041], [-0.5704, 1.6713, -1.5321]], "nbo_charge": [-0.439, -0.617, 0.520, -0.615, 0.237, 0.202, 0.201, 0.398, 0.114]}


| no. | molar mass (g mol⁻¹) |
| --- | --- |
| 1 | 264.11 |
| 2 | 497.41 |
| 3 | 59.07 |